# 1
This record from OMol25 describes a 5-piece molecular cluster, C14H24BNO15P overall. The level of theory is ωB97M-V with the def2-TZVPD basis set.

Last column: natural (NBO) charge in e.
Cartesian coordinates (Å):
C: -2.05 1.04 -6.30  -0.0992
H: 0.75 1.39 1.73  0.1682
H: 0.02 -1.41 -0.40  -0.1463
H: 5.21 -2.73 5.20  0.1942
C: 1.32 0.47 1.89  -0.0820
O: 0.69 -0.74 1.66  -0.7422
H: -1.52 4.85 -1.33  0.1737
C: 3.61 -3.37 6.53  -0.0979
H: -3.15 4.18 -1.17  0.2040
O: -2.79 -1.39 -1.07  -0.4532
H: -5.17 -2.39 0.01  0.1779
C: -1.49 2.42 -6.53  -0.1014
H: -1.09 2.62 -2.13  0.2048
O: -2.44 1.09 -4.93  -0.4625
C: -4.97 -1.40 -0.39  -0.0995
H: -2.34 1.91 -1.10  0.1852
H: 2.79 1.47 0.50  0.1797
C: 4.54 -3.58 5.36  -0.0996
O: -0.53 3.24 2.01  -0.5740
O: -3.15 2.74 -3.60  -0.5959
C: -1.00 3.28 0.93  0.9652
C: 2.50 -3.02 4.61  0.9576
H: 2.99 -2.14 2.39  0.5147
H: -3.55 0.20 -0.01  0.1771
O: 3.64 -3.67 4.27  -0.4776
H: 1.74 -2.19 0.30  -0.1658
O: 3.81 -1.96 1.90  -1.0019
B: 1.02 -1.20 0.26  0.4373
O: -1.98 4.15 0.55  -0.5060
H: -2.93 0.83 -6.92  0.1820
C: 2.52 0.46 0.86  -0.2593
O: 1.62 -2.76 3.86  -0.5371
H: -1.65 2.78 -7.55  0.1973
H: -5.78 -0.72 -0.09  0.1924
H: 4.05 -2.75 7.32  0.1951
O: -0.64 2.49 -0.10  -0.4676
O: -3.18 -1.86 -3.23  -0.5827
P: 4.02 -0.31 1.66  1.1194
H: -3.26 -1.26 0.95  0.2216
H: 4.94 -0.99 -0.31  0.3715
C: -2.12 4.06 -0.87  -0.0988
O: -4.89 -1.48 -1.82  -0.5042
H: -0.43 2.49 -6.29  0.1896
H: -1.31 0.25 -6.46  0.2139
H: 1.82 0.56 2.87  0.1357
H: 5.13 -4.49 5.45  0.1922
H: 5.35 0.57 0.05  0.3639
C: -3.61 -0.89 -0.02  -0.0974
C: -3.58 -1.60 -2.15  0.9662
O: 1.93 -0.13 -0.29  -0.7454
O: 2.50 -2.71 5.93  -0.4928
C: -2.65 2.38 -4.61  0.9720
N: 5.27 -0.36 0.41  -1.1558
O: -2.23 3.21 -5.59  -0.4925
C: -1.58 2.69 -1.16  -0.0862
H: 3.27 -4.32 6.97  0.1727

Orbital gap (eV): 5.139
Total energy (Ha): -2097.53922
Net charge: -1
Highest occupied orbital energy (eV): -2.93



# 2
This record from OMol25 describes C14H24BNO28S5 as an isolated structure. The level of theory is ωB97M-V with the def2-TZVPD basis set.

Last column: Mulliken charge in e.
Cartesian coordinates (Å):
O: 1.19 4.93 -1.15  -0.5263
O: 0.26 0.02 -0.80  -0.4209
O: 1.10 4.42 1.23  -0.2859
H: 4.42 1.47 2.54  0.3038
H: -6.39 -3.44 0.44  0.3192
S: 2.39 -5.72 3.15  1.0811
H: -3.89 -3.43 -0.29  -0.2376
H: -2.42 2.05 -1.56  -0.1605
H: 3.88 3.18 -1.49  0.2711
C: 1.08 -3.71 3.17  -0.2074
H: 5.00 2.55 3.64  0.4085
C: 0.44 -4.64 2.12  -0.1113
S: -3.35 1.61 -4.64  1.0429
O: 1.75 -4.59 4.07  -0.4122
H: 5.05 1.79 -3.25  0.3097
O: -2.17 -3.00 1.25  -0.5372
S: 7.21 3.28 -1.56  1.0851
O: -0.51 -1.51 0.98  -0.7395
O: 2.61 -6.89 3.89  -0.5384
C: 1.55 0.94 0.89  0.4472
O: -6.37 -3.34 -1.58  -0.3545
O: -4.38 -4.61 -1.88  -0.3664
O: -4.67 -2.51 -3.10  -0.3182
C: -1.78 -1.88 1.06  0.7495
H: -0.64 -4.73 2.25  0.2827
O: 1.03 -5.92 2.31  -0.3612
O: 2.34 0.69 -1.39  -0.5774
H: 4.51 2.13 -0.30  -0.1486
H: 0.56 -4.28 1.09  0.1888
H: -1.54 2.68 1.39  -0.0513
C: 4.81 2.70 -1.18  0.2065
S: 0.39 5.14 -0.02  1.1212
H: -0.19 5.03 2.69  0.4130
C: 1.48 0.49 -0.60  0.5552
O: -1.81 0.34 0.46  -0.5148
H: -4.10 1.78 -1.45  0.2601
O: 3.37 -5.11 2.33  -0.5402
O: -0.86 4.16 -0.01  -0.2203
O: -3.26 0.16 -3.97  -0.3567
S: -5.34 -3.72 -2.76  0.9723
C: 5.38 1.74 -2.22  -0.1736
C: -2.65 -0.69 0.58  0.1473
H: 3.37 2.21 3.54  0.2646
H: -6.53 -5.01 -0.29  0.2764
H: -4.22 -5.13 0.13  0.3389
C: -4.54 -4.28 -0.48  0.2392
O: -3.48 2.47 -3.30  -0.3746
H: -1.85 0.04 -2.52  0.3185
O: -5.98 -4.49 -3.76  -0.5765
C: -2.92 0.24 -2.57  0.1171
O: 0.38 0.73 1.41  -0.5906
O: 2.50 1.52 1.36  -0.4920
O: -4.54 1.69 -5.39  -0.5452
O: -3.84 -0.65 0.53  -0.5916
H: -3.58 -0.42 -2.02  0.0481
H: 5.12 0.74 -1.86  0.2259
O: -0.04 6.43 0.35  -0.5866
H: 4.40 1.09 4.23  0.3936
H: -1.99 4.34 1.58  0.3874
C: -6.03 -4.05 -0.39  -0.3536
C: 0.08 4.11 2.17  -0.3658
O: 8.17 3.21 -0.53  -0.5517
N: 4.31 1.81 3.51  -0.3636
O: 7.44 4.04 -2.74  -0.5366
O: 6.79 1.79 -1.98  -0.3658
H: 1.80 -3.07 2.66  0.2665
H: 0.44 -3.05 3.76  0.3579
O: 5.80 3.70 -0.95  -0.3167
O: -2.10 1.88 -5.26  -0.5474
B: -0.43 -0.12 0.47  1.4869
H: 0.45 3.36 2.86  0.1903
C: -3.27 1.67 -2.15  0.2319
C: -1.15 3.69 1.34  0.0103

Orbital gap (eV): 8.180
Total energy (Ha): -4725.20821
Highest occupied orbital energy (eV): -10.46



# 3
This record from OMol25 describes an isolated ion of composition C14H24BrF5N2O3P and charge +1. The level of theory is ωB97M-V with the def2-TZVPD basis set.

Last column: natural (NBO) charge in e.
Cartesian coordinates (Å):
N: -0.67 0.28 0.25  -0.7125
H: 0.87 2.49 1.06  0.1857
O: -0.29 -0.89 2.24  -0.5015
H: -2.47 -3.71 1.40  0.2222
C: -3.22 -2.99 1.08  -0.6258
H: -2.90 -2.61 0.11  0.1913
F: 1.03 2.98 -5.37  -0.2832
H: -3.27 0.05 1.18  0.2328
C: 1.78 0.37 -0.58  -0.4503
H: 1.70 -0.65 2.34  0.2484
C: -1.26 -0.78 1.26  0.2404
H: -0.79 -0.21 -0.65  0.4345
F: 2.55 1.67 -3.10  -0.3234
H: 2.01 1.41 -0.85  0.2149
H: 2.34 -0.76 -2.32  0.2535
H: 0.31 2.49 -0.80  0.5134
C: -3.38 -1.88 2.14  -0.4245
C: 1.41 -0.44 -1.84  -0.4225
O: -0.63 2.64 -0.95  -0.9854
H: 2.67 1.61 2.89  0.3864
H: 3.04 2.28 1.44  0.3800
H: 2.37 -4.05 1.41  0.2199
P: -1.69 1.81 -0.09  1.5492
F: -0.65 2.36 -4.20  -0.3125
H: 0.85 -1.34 -1.58  0.2027
C: 1.91 -3.15 1.80  -0.2886
H: 0.52 1.46 2.45  0.2334
F: 0.91 3.56 -3.32  -0.3101
H: -4.44 -1.62 2.17  0.2294
Br: -2.55 0.42 3.53  0.0536
C: 0.81 0.32 0.61  0.1623
C: 1.42 1.29 -3.75  0.6107
H: -1.19 -1.72 0.71  0.2031
H: -2.46 2.85 1.60  0.5321
C: 0.98 -0.88 1.55  0.0167
H: -3.12 -2.22 3.13  0.2355
C: 0.66 2.58 -4.18  0.9190
N: 2.54 1.53 1.89  -0.8551
C: 1.38 -2.23 1.00  -0.2774
C: 0.59 0.29 -2.93  -0.4783
F: 1.82 0.67 -4.89  -0.3121
H: 1.22 -2.49 -0.04  0.2024
H: 2.71 -0.03 -0.18  0.2740
O: -1.59 2.49 1.36  -0.9831
H: 0.26 -0.45 -3.65  0.2599
C: -2.65 -0.55 1.84  -0.2730
H: -0.32 0.76 -2.56  0.2141
H: -4.15 -3.55 0.96  0.2428
C: 1.12 1.55 1.54  -0.2502
H: 1.91 -3.01 2.88  0.2054

SMILES string: C=C[C@@H]1O[C@@H]([C@H](Br)CC)[N@@H+](P(O)O)[C@]1(CN)CCCC(F)(F)C(F)(F)F
Orbital gap (eV): 10.308
Total energy (Ha): -4297.57765
Net charge: +1
Highest occupied orbital energy (eV): -13.04



# 4
This record from OMol25 describes C14H24Cl3N2O3S4SbSe2SiW as an isolated structure. The level of theory is ωB97M-V with the def2-TZVPD basis set.

Last column: natural (NBO) charge in e.
Cartesian coordinates (Å):
H: -2.49 2.26 -0.57  0.2390
H: -2.82 1.25 3.31  0.2312
S: -1.49 -3.68 -0.25  -0.4767
C: -1.25 -0.13 3.85  -0.6050
Cl: 4.57 0.64 0.27  -0.4401
W: 0.77 -0.29 0.92  -0.1913
N: -1.72 -2.45 -3.87  -0.6255
C: -1.08 -1.38 -4.36  0.6570
C: -0.10 -0.79 -2.06  0.0605
H: 2.65 1.25 -3.68  0.2245
H: 0.97 0.06 -5.14  0.2493
Si: 3.20 -0.83 0.87  1.0621
S: -1.81 -5.27 3.11  -0.7040
C: 0.95 0.00 -4.06  -0.1298
H: -1.77 -1.06 3.63  0.2486
H: -3.62 2.26 0.81  0.2287
O: 0.32 2.50 0.14  -0.5585
C: -0.06 -0.74 -3.45  -0.1602
C: 1.31 1.01 4.56  -0.7996
C: 1.11 1.72 0.91  0.2348
Se: -1.81 0.56 1.12  0.4820
C: -1.79 1.01 3.03  -0.5598
H: 0.99 0.85 5.58  0.2301
Sb: -0.38 -5.37 1.39  1.0369
Se: 0.66 -0.49 3.50  0.6043
H: -1.49 -2.83 -2.96  0.4130
H: 2.96 2.79 1.00  0.2510
H: 2.64 1.77 2.39  0.2477
H: -2.53 -3.05 -5.68  0.2046
Cl: 3.89 -1.26 2.84  -0.4508
H: -0.93 -1.28 -1.57  0.2099
C: 0.59 3.89 -0.02  -0.2637
C: -2.57 2.25 0.52  -0.7707
H: -2.03 3.09 0.95  0.2198
O: -2.74 -4.53 -4.33  -0.6967
H: 2.46 1.03 -1.24  0.2220
C: 1.86 0.65 -3.26  -0.1840
S: -0.81 -2.26 1.10  0.1214
H: 1.61 4.05 -0.38  0.1909
C: 2.18 2.44 1.67  -0.7409
H: -3.73 -2.72 -4.41  0.1540
C: 1.75 0.54 -1.89  0.0356
H: -0.11 4.25 -0.78  0.2059
H: -1.18 1.91 3.13  0.2098
H: 0.44 4.46 0.90  0.1801
C: -2.75 -3.16 -4.62  0.0997
S: 0.97 -3.05 1.68  -0.2878
Cl: 3.88 -2.41 -0.27  -0.4062
H: 2.40 0.98 4.51  0.2475
N: 0.79 -0.17 -1.27  -0.4612
O: -1.27 -0.93 -5.47  -0.6202
H: -2.99 -4.67 -3.41  0.4686
H: -1.34 0.08 4.92  0.2333
H: 1.77 3.31 2.20  0.2184
H: 0.94 1.96 4.18  0.2105

Orbital gap (alpha / beta) (eV): 5.793 / 5.794
Total energy (Ha): -9256.24150
Highest occupied orbital energy (alpha / beta) (eV): -7.16 / -7.16



# 5
This record from OMol25 describes C14H24N6O3RhSSe2 as an isolated structure. The level of theory is ωB97M-V with the def2-TZVPD basis set.

Last column: natural (NBO) charge in e.
Cartesian coordinates (Å):
H: -0.73 5.79 -0.05  0.1693
C: -0.69 3.24 0.73  -0.5988
H: -1.17 3.99 1.35  0.2268
H: -2.55 4.69 -0.78  0.1777
N: -3.31 -0.29 -1.69  -0.7946
C: -2.58 -6.02 -0.97  -0.5986
C: 1.83 -2.11 1.61  0.4841
Se: -0.06 1.11 -2.16  0.0728
C: 4.30 1.24 1.99  -0.3975
O: -2.80 2.72 -1.33  -0.7415
C: -2.72 -5.06 0.21  -0.4481
H: 1.30 2.88 -1.10  0.2654
H: 5.22 0.98 2.51  0.2119
N: 1.44 -0.93 1.13  -0.6638
H: -3.66 -5.23 0.73  0.2318
C: 0.34 2.94 -1.60  -0.5861
H: 0.33 3.10 1.09  0.2762
C: -2.63 -3.63 -0.20  0.0840
S: -3.90 -2.87 -1.12  0.3858
H: 4.83 -1.18 2.86  0.2280
H: -0.02 5.58 -1.66  0.1734
H: 3.77 2.01 2.54  0.2279
C: 3.09 -2.26 2.28  -0.3752
C: -2.94 -1.44 -1.11  0.2591
N: -1.80 -1.58 -0.48  -0.4333
C: -2.02 3.92 -1.35  -0.0634
C: 3.86 -1.16 2.38  0.1240
H: 4.52 1.62 1.00  0.2294
N: 3.47 0.04 1.89  -0.3942
H: -1.63 -5.88 -1.48  0.2162
H: 3.41 -3.21 2.67  0.2411
H: -2.64 -7.05 -0.63  0.2287
O: 1.88 1.25 0.80  -0.6587
O: 1.23 5.11 -0.07  -0.7261
H: 1.29 -4.05 1.84  0.4028
H: 1.60 5.99 -0.05  0.4841
H: 0.49 3.49 -2.54  0.2260
H: -4.22 -0.19 -2.11  0.4107
N: -1.64 -2.85 0.04  -0.3016
H: -1.90 4.27 -2.38  0.1817
C: -0.06 5.16 -0.65  -0.0468
Rh: -0.25 -0.03 -0.10  0.6674
H: -3.38 -5.87 -1.70  0.2126
Se: -1.59 1.56 1.15  0.2325
C: 2.24 0.17 1.25  0.7691
H: 0.11 -3.07 1.00  0.4414
N: 1.02 -3.16 1.46  -0.7550
H: -3.72 2.97 -1.40  0.4853
H: -2.74 0.55 -1.54  0.4512
H: -1.92 -5.23 0.94  0.2305
C: -0.64 3.73 -0.72  -0.1255

Orbital gap (alpha / beta) (eV): 7.859 / 6.578
2S+1: 5
Total energy (Ha): -6413.54689
Net charge: +1
Highest occupied orbital energy (alpha / beta) (eV): -9.78 / -10.91



Look up the total energy of the third one. -4297.57765 Ha



Among the records above, which one has the lowest total energy? C14H24Cl3N2O3S4SbSe2SiW